This record from the Open Molecules 2025 dataset describes a molecular structure, C93H196Br7N22O6 at a distorted geometry. The level of theory is wB97M-V/def2-TZVPD.

Calculated values
E_LUMO: -10.122 eV
charge: +7

Structure (XYZ):
```
324
C93H196Br7N22O6 wB97M-V/def2-TZVPD
C -9.935 -0.759 0.066
O -10.270 -2.106 0.279
C -11.248 -2.541 -0.624
C -11.558 -3.937 -0.183
N -10.352 -4.701 0.194
H -9.641 -4.682 -0.581
H -9.969 -4.296 1.043
C -10.729 -6.089 0.499
C -9.671 -6.855 1.203
O -9.500 -6.212 2.388
C -8.508 -6.741 3.284
H -10.753 -0.112 0.372
H -9.699 -0.622 -0.958
H -9.063 -0.559 0.729
H -10.839 -2.528 -1.690
H -12.137 -1.949 -0.506
H -12.029 -4.564 -0.931
H -12.196 -3.706 0.689
H -10.971 -6.533 -0.442
H -11.657 -6.056 1.115
H -8.770 -6.910 0.609
H -9.979 -7.910 1.265
H -8.504 -5.999 4.095
H -7.618 -6.857 2.679
H -8.860 -7.762 3.617
C 8.954 -10.313 -8.921
O 10.015 -10.159 -8.279
C 10.718 -11.049 -7.132
C 12.042 -11.434 -7.704
N 12.242 -12.964 -7.933
H 11.414 -13.518 -8.317
H 12.977 -13.009 -8.625
C 12.659 -13.611 -6.624
C 12.794 -15.088 -6.861
O 14.195 -15.641 -7.025
C 14.861 -16.275 -6.139
H 8.434 -9.167 -8.968
H 8.698 -0.525 -12.475
H 8.793 -11.275 -9.458
H 9.958 -11.946 -6.873
H 10.878 -10.269 -6.326
H 12.957 -11.067 -7.148
H 12.190 -10.984 -8.722
H 11.883 -13.432 -5.885
H 13.435 -12.973 -6.209
H 12.514 -15.374 -7.873
H 12.072 -15.731 -6.312
H 16.142 -16.560 -6.400
H 18.761 -11.936 -11.090
H 14.486 -16.656 -5.231
C 0.365 -9.532 8.016
O 0.446 -8.448 7.037
C 1.276 -8.818 5.958
C 0.982 -7.840 4.928
N 1.500 -6.564 5.269
H 1.176 -6.248 6.155
H 2.515 -6.517 5.522
C 1.088 -5.543 4.232
C 1.841 -4.262 4.429
O 2.289 -4.192 5.803
C 3.277 -3.187 5.962
H 1.145 -9.455 8.796
H 0.553 -10.471 7.446
H -0.599 -9.428 8.477
H 1.044 -9.793 5.602
H 2.377 -8.846 6.255
H -0.063 -7.624 4.616
H 1.445 -8.138 3.939
H -0.036 -5.623 4.239
H 1.341 -6.034 3.287
H 1.198 -3.443 4.144
H 2.740 -4.197 3.749
H 3.460 -3.184 7.013
H 2.866 -2.206 5.705
H 4.181 -3.401 5.438
C -9.014 1.982 6.263
C -7.662 1.844 6.819
N -7.028 0.681 6.090
C -6.338 0.684 4.925
C -5.847 -0.583 4.707
N -6.226 -1.340 5.816
C -6.907 -0.527 6.632
C -5.952 -2.802 6.097
H -9.468 2.804 6.703
H -9.596 1.016 6.424
H -9.011 2.165 5.148
H -7.740 1.780 7.900
H -7.069 2.690 6.530
H -6.321 1.542 4.264
H -5.083 -0.941 3.931
H -7.500 -0.794 7.462
H -6.797 -3.358 5.792
H -5.741 -2.928 7.134
H -5.093 -2.982 5.465
C -8.150 6.522 -2.268
C -8.282 5.063 -2.936
N -8.096 5.160 -4.422
C -8.595 6.173 -5.220
C -8.009 6.076 -6.437
N -7.209 4.896 -6.358
C -7.218 4.431 -5.085
C -6.318 4.344 -7.449
H -7.207 6.952 -2.386
H -8.501 6.454 -1.216
H -8.841 7.186 -2.793
H -9.274 4.594 -2.786
H -7.599 4.343 -2.538
H -9.430 6.795 -4.970
H -8.086 6.669 -7.326
H -6.583 3.644 -4.698
H -5.661 3.779 -6.903
H -5.976 5.105 -8.118
H -6.852 3.544 -7.985
C -4.248 9.424 -0.402
C -2.880 8.878 -0.435
N -2.845 7.588 0.193
C -3.496 7.171 1.347
C -3.346 5.852 1.416
N -2.639 5.415 0.321
C -2.355 6.505 -0.382
C -2.347 4.089 -0.090
H -4.604 9.609 0.587
H -4.951 8.745 -0.836
H -4.303 10.374 -0.887
H -2.241 9.548 0.128
H -2.434 8.820 -1.452
H -3.951 7.907 1.953
H -3.618 5.158 2.242
H -2.023 6.596 -1.357
H -2.312 3.326 0.700
H -1.362 4.167 -0.560
H -3.140 3.772 -0.851
C 0.321 5.057 3.460
C 0.003 3.656 3.161
N 0.285 2.666 4.223
C 1.535 2.230 4.625
C 1.357 1.315 5.633
N 0.025 1.263 5.826
C -0.659 2.108 4.955
C -0.704 0.281 6.657
H 1.378 5.338 3.294
H 0.021 5.396 4.473
H -0.317 5.587 2.822
H 0.498 3.350 2.220
H -1.007 3.452 2.892
H 2.427 2.597 4.142
H 2.017 0.694 6.215
H -1.730 2.271 5.078
H -0.018 0.015 7.484
H -0.892 -0.573 6.080
H -1.664 0.705 6.977
C -6.083 0.474 -0.011
C -5.069 1.626 0.265
N -3.703 1.108 0.221
C -3.019 0.958 -0.918
C -1.736 0.602 -0.616
N -1.708 0.525 0.766
C -2.918 0.761 1.228
C -0.439 0.206 1.568
H -5.918 0.025 -1.002
H -7.140 0.795 0.040
H -5.899 -0.250 0.816
H -5.261 2.132 1.192
H -5.121 2.404 -0.521
H -3.524 1.144 -1.836
H -0.796 0.527 -1.243
H -3.163 0.703 2.344
H -0.072 -0.719 1.180
H -0.716 0.159 2.597
H 0.302 0.986 1.415
C -8.654 -4.682 -5.860
C -9.480 -5.977 -5.902
N -8.591 -7.201 -5.959
C -8.484 -8.184 -6.972
C -7.533 -9.053 -6.607
N -6.992 -8.537 -5.393
C -7.655 -7.464 -5.071
C -5.745 -8.869 -4.750
H -7.829 -4.711 -6.619
H -8.253 -4.444 -4.936
H -9.170 -3.774 -6.112
H -10.131 -6.118 -6.772
H -10.186 -6.011 -5.038
H -9.257 -8.254 -7.713
H -7.218 -10.042 -6.976
H -7.298 -6.797 -4.281
H -4.917 -8.241 -5.225
H -5.534 -9.934 -4.746
H -5.887 -8.554 -3.683
C -1.301 -4.988 -0.492
C -1.489 -3.536 -0.634
N -2.488 -3.178 -1.673
C -3.789 -3.585 -1.780
C -4.333 -2.838 -2.731
N -3.389 -2.026 -3.271
C -2.205 -2.267 -2.604
C -3.644 -1.027 -4.365
H -0.707 -5.379 -1.306
H -2.303 -5.433 -0.491
H -0.791 -5.218 0.436
H -0.540 -3.100 -0.918
H -1.880 -3.152 0.264
H -4.167 -4.382 -1.207
H -5.325 -2.837 -3.155
H -1.317 -1.720 -2.752
H -4.406 -1.465 -4.970
H -2.760 -0.848 -4.920
H -4.014 -0.073 -3.977
C -2.206 4.988 -5.779
C -0.997 4.248 -6.260
N -0.787 4.234 -7.716
C -1.215 3.262 -8.606
C -0.786 3.653 -9.829
N -0.215 4.935 -9.697
C -0.156 5.167 -8.390
C 0.447 5.658 -10.779
H -2.396 4.793 -4.729
H -3.110 4.636 -6.356
H -2.133 6.036 -5.886
H -0.989 3.125 -5.989
H -0.163 4.640 -5.758
H -1.809 2.412 -8.253
H -0.752 3.055 -10.738
H 0.374 6.064 -8.036
H -0.199 6.520 -10.963
H 0.631 4.943 -11.581
H 1.413 5.916 -10.424
C 7.394 11.892 7.222
C 7.646 12.079 5.746
C 7.023 11.170 4.751
C 7.638 9.770 4.981
N 7.400 8.794 3.800
C 5.981 8.312 3.547
C 6.250 7.090 2.720
C 7.485 6.396 3.281
C 8.211 7.524 4.009
C 7.858 9.407 2.552
H 7.728 10.924 7.616
H 6.322 11.985 7.469
H 7.989 12.630 7.784
H 8.756 12.046 5.562
H 7.468 13.123 5.471
H 7.155 11.419 3.772
H 5.993 11.021 4.981
H 7.209 9.290 5.900
H 8.740 9.845 5.136
H 5.322 9.122 3.074
H 5.549 8.072 4.541
H 6.280 7.260 1.628
H 5.486 6.339 2.912
H 7.990 6.042 2.389
H 7.296 5.550 3.929
H 9.177 7.724 3.638
H 8.408 7.331 5.103
H 7.017 9.946 2.071
H 8.186 8.648 1.786
H 8.799 9.967 2.824
C 0.353 -1.075 -5.365
C 0.463 0.295 -4.720
C 1.886 0.430 -4.226
C 1.916 1.547 -3.243
N 3.254 1.903 -2.663
C 3.034 2.705 -1.394
C 4.258 3.596 -1.234
C 4.500 4.028 -2.677
C 4.088 2.774 -3.505
C 4.079 0.684 -2.399
H 0.903 -1.181 -6.338
H -0.688 -1.197 -5.622
H 0.718 -1.808 -4.699
H -0.253 0.426 -3.846
H 0.198 1.146 -5.411
H 2.539 0.638 -5.085
H 2.165 -0.513 -3.861
H 1.225 1.289 -2.404
H 1.539 2.538 -3.728
H 2.830 1.936 -0.657
H 2.199 3.337 -1.509
H 5.164 3.106 -0.817
H 4.081 4.387 -0.526
H 5.546 4.341 -2.784
H 3.883 4.883 -2.984
H 4.986 2.274 -3.902
H 3.524 3.119 -4.378
H 4.115 0.032 -3.328
H 3.606 0.039 -1.597
H 5.034 0.999 -2.016
C 5.860 4.228 7.712
C 5.687 2.772 8.032
C 6.985 1.992 7.670
C 7.450 2.336 6.194
N 8.860 1.794 5.750
C 9.266 2.413 4.388
C 8.788 1.395 3.373
C 8.201 0.155 4.190
C 8.878 0.314 5.520
C 9.871 2.196 6.842
H 5.707 4.417 6.691
H 6.827 4.531 8.115
H 5.105 4.802 8.196
H 4.939 2.277 7.461
H 5.413 2.489 9.094
H 6.757 0.936 7.712
H 7.776 2.303 8.381
H 7.581 3.373 5.943
H 6.744 1.947 5.418
H 10.311 2.573 4.489
H 8.853 3.409 4.284
H 9.550 1.025 2.700
H 8.025 1.807 2.815
H 8.445 -0.820 3.698
H 7.125 0.298 4.207
H 9.902 -0.039 5.440
H 8.359 -0.209 6.388
H 9.981 3.297 6.887
H 10.826 1.778 6.674
H 9.487 1.755 7.720
Br -8.041 -5.523 -2.157
Br -5.432 2.208 -3.241
Br -0.113 4.638 -2.975
Br -2.625 -1.619 3.347
Br 1.394 -1.266 -1.212
Br 5.134 2.857 3.055
Br -3.609 3.129 3.615
```